The following is a DFT calculation (the ωB97M-V functional and the def2-TZVPD basis) of a structure of composition C21H25F5N2O7S2SiTi.

Its spin multiplicity is 2. The value obtained for the HOMO-LUMO gap (alpha / beta) is 5.9 / 6.5 eV. Its highest occupied orbital energy (alpha / beta) is -3.90 / -4.46 eV. Its total charge is -1. Its energy above the lowest of the compared OMol25 structures with the same formula, charge and spin is 0.3607 eV. Its LUMO energy (alpha / beta) is 1.95 / 2.02 eV.

```
64
Properties=species:S:1:pos:R:3:forces:R:3:nbo_charge:R:1
Ti -0.1622 1.7349 -0.3725 -0.449 0.202 -0.775 1.713
N 2.7793 -1.1057 -0.9091 -0.129 0.171 -0.074 -0.788
C 2.0588 0.0033 -0.9447 0.057 -0.042 0.087 0.724
O 0.8151 -0.0637 -0.8228 -0.234 0.106 0.159 -0.661
C 2.6882 1.3635 -1.1228 0.109 -0.046 0.008 -0.512
C 1.5995 2.4087 -1.3843 0.026 -0.219 0.070 -0.780
H 2.2766 -1.9813 -0.6918 0.111 -0.135 0.142 0.450
H 3.7819 -1.0606 -0.8935 0.004 -0.036 -0.087 0.393
H 3.4590 1.2884 -1.8995 -0.002 0.049 0.010 0.208
H 3.2121 1.5814 -0.1866 -0.033 0.006 0.008 0.237
H 1.3954 2.5005 -2.4536 -0.023 0.002 0.006 0.206
H 1.8973 3.3899 -1.0103 0.018 -0.004 -0.001 0.213
O -0.7506 3.4917 -0.0108 0.028 -0.158 0.082 -0.641
C -0.6003 4.2079 1.0626 0.032 0.026 -0.084 0.217
C 0.1261 3.7967 2.2031 0.063 0.179 0.320 -0.251
C 0.2036 4.6627 3.3133 0.035 -0.182 -0.087 -0.140
C 0.8963 4.2835 4.4384 -0.042 0.185 0.170 -0.038
C 1.5457 3.0529 4.5443 -0.037 -0.127 -0.205 -0.206
C 1.4851 2.1949 3.4650 0.013 0.100 0.162 -0.277
C 0.7958 2.5346 2.2937 0.013 -0.106 -0.188 0.446
O 0.7934 1.6857 1.2895 -0.093 0.077 0.153 -0.726
N 0.9547 5.2107 5.5703 0.092 0.024 -0.037 0.537
O 1.5795 4.8689 6.5607 -0.050 -0.014 -0.028 -0.405
O 0.3900 6.2874 5.4707 -0.024 -0.044 -0.002 -0.408
H -1.0831 5.1837 1.0658 0.032 0.007 0.014 0.153
H -0.2818 5.6277 3.2867 -0.007 0.010 -0.002 0.235
H 2.0738 2.7921 5.4476 0.002 0.021 0.021 0.239
H 1.9667 1.2265 3.4946 0.001 -0.004 -0.007 0.224
C -0.4040 1.8669 -4.5150 -0.048 -0.054 0.006 -1.142
Si -1.5538 0.9107 -3.3759 0.016 0.040 0.222 1.918
C -3.3269 1.3308 -3.8307 0.052 -0.050 -0.062 -1.135
C -1.2529 -0.9269 -3.6040 -0.017 0.046 -0.085 -1.152
O -1.3153 1.3278 -1.8135 0.237 0.113 0.156 -1.167
H -0.7745 1.8209 -5.5426 0.024 -0.003 -0.023 0.227
H 0.6072 1.4548 -4.5070 0.006 -0.015 0.023 0.233
H -0.3379 2.9173 -4.2253 -0.041 0.014 0.012 0.237
H -3.5144 1.1513 -4.8927 -0.022 -0.005 -0.005 0.223
H -3.5440 2.3795 -3.6196 0.022 0.026 0.000 0.234
H -4.0318 0.7237 -3.2586 0.007 -0.008 0.031 0.228
H -1.0466 -1.1608 -4.6519 -0.018 -0.011 -0.012 0.229
H -2.1118 -1.5284 -3.2986 -0.017 0.006 0.028 0.230
H -0.3949 -1.2562 -3.0135 0.024 0.019 0.009 0.258
C -4.0615 -0.1562 1.6979 -0.006 -0.093 -0.062 -0.812
S -3.0486 0.2747 0.2832 0.038 -0.174 0.008 1.281
C -2.3666 -1.3430 -0.0497 -0.058 -0.069 -0.031 -0.827
O -1.9074 1.0401 0.9153 0.292 0.064 -0.015 -0.970
H -3.4164 -0.5505 2.4810 0.027 -0.004 -0.005 0.242
H -4.7980 -0.8989 1.3914 -0.009 0.006 -0.005 0.227
H -4.5647 0.7461 2.0366 0.023 0.033 -0.001 0.236
H -3.1465 -1.9882 -0.4550 -0.002 -0.012 0.014 0.229
H -1.9328 -1.7670 0.8550 0.005 0.021 0.017 0.262
H -1.5789 -1.2118 -0.7893 -0.004 0.024 -0.004 0.279
F 2.2213 -9.0252 0.6725 0.001 0.015 -0.004 -0.308
C 1.8694 -7.7329 0.5469 0.010 0.026 -0.005 0.216
C 2.7979 -6.7811 0.1645 -0.046 -0.014 0.018 0.258
F 4.0647 -7.1558 -0.0847 -0.013 -0.003 0.004 -0.308
C 2.4217 -5.4573 0.0415 0.026 -0.059 -0.023 0.295
F 3.3796 -4.5896 -0.3369 -0.017 0.007 0.009 -0.318
C 1.1220 -5.0001 0.2834 -0.012 0.185 -0.021 -0.249
S 0.6673 -3.3325 0.1310 -0.065 -0.079 -0.023 -0.469
C 0.2180 -5.9982 0.6651 -0.003 -0.053 0.031 0.280
F -1.0614 -5.6836 0.9276 0.035 0.004 -0.015 -0.310
C 0.5708 -7.3277 0.7977 0.016 0.004 -0.015 0.297
F -0.3442 -8.2398 1.1701 0.022 0.007 -0.006 -0.316
```
Forces are in eV/Å.